Record 1
This record from OMol25 describes one molecule with the formula H3O4P in a non-equilibrium geometry. The level of theory is ωB97M-V/def2-TZVPD.

Results
- HOMO-LUMO gap: 0.383 Ha
- SMILES: OOPOO
- Energy above the lowest of the compared OMol25 structures with the same formula, charge and spin: 423.58 kJ/mol
- HOMO energy: -9.70 eV

```
8
Properties=species:S:1:pos:R:3:forces:R:3
O 0.1432 0.9703 -1.5005 -2.0 -1.4 -1.4
O 0.6269 -0.3461 -1.1757 0.7 0.5 0.3
P -0.3766 -1.2994 -0.2555 1.2 1.4 1.9
O -0.1553 -0.4751 1.4000 0.6 -2.2 -2.5
O -0.6149 0.8232 1.0278 -0.4 0.3 0.7
H 0.7708 1.5793 -1.1556 1.3 0.3 1.0
H 0.8022 -2.1848 -0.1274 -1.0 0.5 0.1
H -1.1962 0.9327 1.7867 -0.4 0.6 -0.1
```
Positions in Å, forces in eV/Å.

Record 2
This record from OMol25 describes C36H35BrIrN5OS as an isolated structure in a non-equilibrium geometry. The level of theory is ωB97M-V/def2-TZVPD.

Results
- HOMO-LUMO gap (alpha / beta): 0.185 / 0.165 Ha
- Multiplicity: 2
- Energy above the lowest of the compared OMol25 structures with the same formula, charge and spin: 239.40 kJ/mol
- ⟨S²⟩: 0.78
- HOMO energy (alpha / beta): -10.32 / -10.27 eV
- Charge: +1

```
80
Properties=species:S:1:pos:R:3:forces:R:3
Ir 0.1228 0.0748 -0.1134 -3.4 0.2 -2.5
N -3.2018 2.3367 1.4512 0.1 0.2 0.1
C -2.2160 1.4943 1.1208 0.2 -0.4 -0.2
S -1.1787 1.9772 -0.2021 0.7 0.2 0.1
N -2.1440 0.3483 1.7509 0.1 0.2 0.4
N -1.1184 -0.4443 1.3766 0.3 0.8 -0.5
C -0.9253 -1.5939 1.9280 0.2 -0.6 0.4
C -1.8063 -2.1126 2.9954 0.0 -0.1 0.0
C -1.2706 -2.5441 4.2077 0.1 0.1 0.0
C -2.0993 -3.0659 5.1890 0.0 0.0 0.0
C -3.4640 -3.1699 4.9619 0.0 0.0 0.0
C -4.0041 -2.7266 3.7612 0.0 0.0 0.0
C -3.1830 -2.1850 2.7861 0.0 -0.1 -0.1
C 0.2341 -2.3507 1.3966 -0.5 -0.1 0.2
C 0.6047 -3.5987 1.8482 0.0 -0.4 0.2
C 1.7035 -4.2382 1.2852 -0.2 0.0 0.2
C 2.3961 -3.6119 0.2705 -0.1 0.0 -0.1
C 1.9517 -2.3743 -0.1588 0.1 0.0 -0.2
N 0.8965 -1.7707 0.3851 0.8 0.2 -0.2
H -3.1629 3.2767 1.0951 -0.1 0.0 0.0
H -3.6980 2.1804 2.3141 -0.1 -0.1 0.0
H -0.2083 -2.4364 4.3968 0.0 -0.1 0.0
H -1.6767 -3.3900 6.1307 0.0 0.0 0.0
H -4.1085 -3.5908 5.7226 0.0 0.0 0.0
H -5.0677 -2.8095 3.5800 0.0 0.0 0.0
H -3.5992 -1.8455 1.8468 0.0 0.0 0.0
H 0.0281 -4.0628 2.6349 0.0 0.0 0.0
H 2.0096 -5.2134 1.6406 0.0 0.0 0.0
H 3.2469 -4.0791 -0.2046 0.0 0.1 0.0
H 2.4402 -1.8443 -0.9640 0.0 0.0 0.0
C -4.5616 1.3252 -6.2138 0.1 0.0 0.0
C -3.4098 0.3194 -6.3499 -0.1 -0.2 0.0
C -3.9381 -0.9646 -7.0159 0.0 0.1 -0.1
C -2.3360 0.9282 -7.2529 0.0 0.0 0.1
C -2.8689 -0.0524 -4.9734 0.0 0.0 -0.1
C -1.5160 -0.0770 -4.6914 0.1 0.0 -0.2
C -1.0867 -0.3931 -3.4182 -0.7 -0.1 0.6
Br 0.7758 -0.4602 -3.1034 0.2 0.0 0.1
C -1.9572 -0.6812 -2.3479 0.1 0.9 -1.3
O -1.5326 -0.8242 -1.1033 1.2 -0.9 1.7
C -3.3467 -0.8252 -2.6905 0.5 0.0 0.6
C -3.7400 -0.4683 -3.9652 0.0 -0.1 -0.2
C -4.3526 -1.3945 -1.6810 0.1 0.1 0.0
C -3.8214 -2.7337 -1.1411 -0.1 0.0 0.0
C -5.7140 -1.6612 -2.3280 0.0 0.0 0.0
C -4.5541 -0.4078 -0.5295 -0.2 0.0 0.0
H -4.9501 1.5684 -7.2048 0.0 0.0 0.0
H -4.2175 2.2491 -5.7436 0.0 0.0 0.0
H -5.3886 0.9281 -5.6243 0.0 0.0 0.0
H -4.2785 -0.7360 -8.0288 0.0 -0.1 0.0
H -4.7777 -1.3868 -6.4603 0.0 0.0 0.0
H -3.1523 -1.7198 -7.0798 0.0 0.0 0.0
H -2.8007 1.2905 -8.1708 0.0 0.0 0.0
H -1.5819 0.1906 -7.5366 0.0 0.0 0.0
H -1.8390 1.7743 -6.7726 0.0 0.0 0.0
H -0.7812 0.1408 -5.4532 0.0 0.1 0.0
H -4.7899 -0.5326 -4.2104 0.0 0.0 0.0
H -3.6713 -3.4429 -1.9581 0.0 0.0 0.0
H -4.5458 -3.1643 -0.4442 0.0 0.0 0.0
H -2.8741 -2.6090 -0.6182 0.0 0.0 0.0
H -5.6194 -2.2915 -3.2147 0.0 0.0 0.0
H -6.2189 -0.7331 -2.6050 0.0 0.0 0.0
H -6.3544 -2.1844 -1.6154 0.0 0.0 0.0
H -3.6252 -0.2386 0.0013 0.0 0.0 0.0
H -5.2926 -0.8064 0.1738 0.0 0.0 0.0
H -4.9208 0.5515 -0.9021 0.0 0.0 0.0
N 9.4282 3.1735 -1.6921 0.0 0.0 0.0
C 8.3245 2.8996 -1.5320 -0.2 0.0 0.0
C 6.9404 2.5371 -1.3275 0.2 0.0 -0.1
C 6.4116 1.4361 -1.9967 0.0 0.0 -0.1
C 5.0979 1.0695 -1.7788 0.0 -0.1 0.0
C 4.3008 1.7980 -0.8907 -0.2 0.0 -0.1
C 4.8325 2.9117 -0.2405 -0.1 0.1 0.0
C 6.1464 3.2809 -0.4608 0.0 0.1 0.1
C 2.9524 1.3772 -0.6558 0.1 0.0 0.1
C 1.8209 0.9504 -0.4824 0.6 -0.1 0.9
H 7.0348 0.8783 -2.6823 0.0 0.0 0.0
H 4.6714 0.2202 -2.2958 0.1 0.0 0.0
H 4.2080 3.4856 0.4303 0.0 0.0 0.0
H 6.5651 4.1479 0.0315 0.0 0.0 0.0
```
Positions in Å, forces in eV/Å.

Record 3
This record from OMol25 describes a 3-piece molecular cluster, C22H45F5N2O11P2 overall in a non-equilibrium geometry. The level of theory is ωB97M-V/def2-TZVPD.

Results
- HOMO-LUMO gap: 0.304 Ha
- SMILES: O=C1O[C@H](O)[C@](COCOCCO)(P(=O)(O)O)[C@]1(P(O)O)C(F)(F)C(F)(F)F.CCN(CC)CC.CCN(CC)CC
- HOMO energy: -8.04 eV

```
87
Properties=species:S:1:pos:R:3:forces:R:3
O -3.4060 -4.1764 -4.2729 1.4 -1.9 -1.5
C -3.7173 -3.4005 -3.4670 -1.3 1.2 0.8
O -5.0105 -2.9884 -3.3849 1.2 0.4 1.2
C -5.0525 -1.8358 -2.5090 -1.4 0.1 -1.2
O -5.8872 -0.9430 -3.1629 0.2 0.4 0.5
C -3.6019 -1.3105 -2.2913 -1.2 -0.6 1.3
C -3.5758 -0.6891 -0.8521 1.9 -0.2 -0.7
O -3.9235 0.6715 -0.7852 -0.5 -0.4 0.3
C -5.2948 0.9519 -0.7297 -1.1 1.2 0.0
O -6.0149 0.0523 0.0934 0.5 0.0 -0.1
C -7.1549 0.6125 0.6873 -0.7 -0.4 0.4
C -8.4688 0.5362 -0.1356 -0.6 0.0 0.0
O -8.2735 0.4270 -1.5319 0.5 0.1 -0.3
P -3.2602 -0.1804 -3.7085 0.3 1.0 -1.0
O -3.6306 -0.7569 -4.9770 -0.5 -1.3 -0.9
O -4.0587 1.2190 -3.5707 1.1 -0.3 0.8
O -1.6942 0.2387 -3.7224 -0.7 0.4 1.0
C -2.9097 -2.7247 -2.3409 1.1 -0.3 0.0
P -3.4406 -3.8347 -0.8489 -3.6 0.7 1.1
O -3.0361 -5.3638 -1.2318 1.3 0.5 0.0
O -2.6759 -3.3041 0.5061 1.0 -1.1 -1.0
C -1.3774 -2.7750 -2.4061 -0.1 0.1 -1.6
F -0.8747 -3.7220 -1.5885 0.0 -0.8 0.4
F -0.8329 -1.6346 -1.9803 -0.1 1.0 0.4
C -0.7248 -3.0671 -3.7979 1.1 0.2 1.3
F -1.2511 -2.4072 -4.7712 -1.1 0.7 -1.2
F -0.6836 -4.3413 -4.0413 -0.4 -1.6 -0.4
F 0.5532 -2.6818 -3.7105 0.9 0.4 0.2
H -5.4877 -2.1323 -1.5538 0.2 -0.1 0.0
H -6.7932 -1.2325 -3.0190 0.0 0.2 0.0
H -4.0847 -1.3258 -0.1283 -0.4 0.2 -0.2
H -2.5214 -0.7343 -0.5650 -0.1 0.3 0.2
H -5.3835 1.9573 -0.2915 0.3 -0.1 0.1
H -5.7919 1.0155 -1.7032 0.4 -0.5 -0.2
H -7.3337 0.0301 1.5963 0.1 0.1 0.0
H -7.0235 1.6493 1.0189 0.4 0.0 -0.3
H -9.0314 1.4561 0.0747 0.1 -0.1 -0.1
H -9.1224 -0.2796 0.1902 0.3 -0.1 0.2
H -8.8144 -0.2751 -1.9026 -0.1 0.1 0.2
H -3.5242 1.8160 -3.0204 -0.5 0.0 0.1
H -1.6459 0.9771 -4.3507 0.3 -0.2 -0.1
H -3.7930 -5.9392 -1.0674 0.0 0.2 0.0
H -1.8161 -3.7449 0.6316 0.0 0.4 0.1
C 5.5225 -1.0900 1.5138 0.1 0.0 -0.1
C 4.2227 -1.8774 1.4513 0.2 0.0 0.0
N 3.1242 -1.1227 0.8773 -0.3 0.1 0.1
C 1.8288 -1.7489 1.0734 -0.2 -0.1 0.2
C 1.5804 -3.1038 0.4026 -0.1 0.0 -0.1
C 3.3563 -0.5668 -0.4466 0.3 0.2 -0.1
C 3.7241 -1.5332 -1.5781 -0.1 0.0 -0.1
H 5.3812 -0.1458 2.0392 0.0 0.0 0.0
H 6.2790 -1.6636 2.0518 0.0 0.0 0.0
H 5.9222 -0.8781 0.5208 0.0 0.0 0.0
H 3.9546 -2.1503 2.4762 -0.2 0.0 -0.1
H 4.4052 -2.8216 0.9155 0.0 0.0 0.0
H 1.0461 -1.0509 0.7611 0.1 0.1 -0.1
H 1.6786 -1.8737 2.1517 0.1 0.0 0.0
H 1.4240 -3.0003 -0.6692 0.1 0.0 0.0
H 0.6716 -3.5532 0.8133 0.0 0.0 0.0
H 2.3951 -3.8084 0.5721 0.0 0.0 0.0
H 4.1539 0.1778 -0.3652 0.0 -0.1 0.1
H 2.4783 0.0122 -0.7456 -0.1 -0.1 0.1
H 4.4794 -2.2602 -1.2751 0.0 0.0 0.0
H 4.1358 -0.9708 -2.4191 0.0 0.0 0.0
H 2.8554 -2.0724 -1.9535 0.0 -0.1 0.0
C 4.9617 6.3367 2.0124 0.0 0.0 0.1
C 4.4059 4.9278 2.1649 0.0 0.2 0.0
N 5.3885 3.9676 2.6295 0.2 -0.3 -0.1
C 4.9508 2.5868 2.5009 -0.1 -0.1 -0.2
C 3.7452 2.1335 3.3314 0.0 -0.2 0.1
C 6.0624 4.2998 3.8731 0.1 0.3 0.1
C 5.2000 4.5275 5.1202 0.1 0.0 0.1
H 5.8428 6.3419 1.3688 0.0 0.0 0.0
H 4.2090 6.9831 1.5582 0.0 0.0 0.0
H 5.2311 6.7775 2.9735 0.0 0.0 0.0
H 4.0515 4.6077 1.1811 0.0 -0.2 0.1
H 3.5204 4.9656 2.8182 -0.1 0.0 0.0
H 5.7950 1.9259 2.7157 0.1 0.2 0.1
H 4.7156 2.4082 1.4457 0.0 0.1 0.0
H 4.0025 2.0034 4.3824 0.0 0.1 0.0
H 3.3969 1.1628 2.9674 0.0 0.0 -0.1
H 2.9072 2.8277 3.2587 0.0 0.0 0.0
H 6.6570 5.2024 3.7050 -0.1 0.0 -0.1
H 6.8043 3.5266 4.0902 -0.1 -0.1 -0.1
H 4.3321 5.1565 4.9164 0.0 0.0 0.0
H 5.7925 5.0326 5.8868 0.0 0.0 0.0
H 4.8539 3.5906 5.5540 -0.1 0.0 0.0
```
Positions in Å, forces in eV/Å.